Computed, not measured: an isolated molecule of C6H10O, with ωB97M-V with the def2-TZVPD basis set.

The HOMO energy comes out at -0.30179 Ha. Its calculated total energy is -309.6528 a.u. The LUMO energy comes out at 0.0190 Ha. The orbital gap is 8.7 eV. As for the relative energy (zero: lowest compared OMol25 entry of this formula, charge and spin): 118.9 kcal/mol. The total charge is 0.

Geometry as XYZ:
```
17
C6H10O, DFT ωB97M-V with the def2-TZVPD basis set
C -1.775 0.174 -0.992
H -2.077 0.307 0.050
H -0.575 0.639 1.518
H 0.315 -1.564 2.024
C 0.486 0.503 1.296
C 0.762 0.836 -0.153
H 0.099 0.086 -2.154
H 1.066 1.096 2.015
O 0.070 1.788 -0.888
H 1.935 -1.110 1.445
H -2.320 0.908 -1.601
H 1.820 0.747 -0.430
H 1.288 -1.575 -0.768
H -2.048 -0.839 -1.297
C -0.293 0.413 -1.188
C 0.856 -0.994 1.259
C 0.391 -1.415 -0.135
```